Entry 1:
Density functional theory data (ωB97M-V/def2-TZVPD) for a cluster of 2 separate species, C2H4Cl4 in total.

Structure (XYZ):
```
10
Properties=species:S:1:pos:R:3:lowdin_charge:R:1
Cl -13.345 21.459 34.665 0.515
C -14.544 20.726 33.616 -1.039
Cl -13.863 20.290 32.034 0.487
H -14.880 19.822 34.109 0.023
H -15.362 21.400 33.394 -0.025
Cl -18.119 22.329 33.229 0.489
C -19.313 23.403 32.425 -0.985
Cl -20.083 24.473 33.616 0.491
H -18.854 24.018 31.665 0.026
H -20.113 22.785 32.040 0.018
```

E_HOMO, Eh: -0.403
SMILES string: ClCCl.ClCCl
Net charge: 0
E_LUMO, Eh: 0.0272
Largest force on an atom, eV/A: 0.8
Electronic energy, Ha: -1919.36057

---

Entry 2:
Density functional theory data (ωB97M-V/def2-TZVPD) for a cluster of 2 separate species, C10H12N4O in total at a distorted geometry.

Structure (XYZ):
```
27
Properties=species:S:1:pos:R:3:lowdin_charge:R:1
C -2.083 -5.166 3.472 0.018
C 1.668 -3.902 2.054 -0.020
C 0.617 -2.998 2.101 -0.055
C 1.344 -5.227 2.222 -0.039
C -0.599 -3.332 2.655 0.041
C 0.067 -5.667 2.573 0.007
C -0.892 -4.754 3.009 -0.166
C -0.902 3.906 -2.558 -0.439
C -0.726 5.387 -2.177 0.027
C 1.084 4.637 -3.420 -0.106
N -3.019 -5.596 3.960 0.400
N 0.201 3.564 -3.402 0.104
N 0.449 5.857 -2.853 -0.078
N 0.802 7.016 -2.887 0.365
O -1.698 3.180 -2.122 0.178
H 2.635 -3.623 1.853 0.100
H 0.839 -1.931 1.801 0.145
H 2.098 -6.105 2.055 0.166
H -1.295 -2.603 2.417 0.100
H -0.130 -6.745 2.688 0.143
H -1.663 6.007 -2.275 0.189
H -0.454 5.422 -1.112 0.174
H 1.915 4.310 -2.821 0.156
H 1.487 4.809 -4.369 0.138
H 0.390 2.574 -3.664 0.199
H -3.728 -6.275 4.136 0.159
H 1.593 7.255 -3.336 0.095
```

E_HOMO, Eh: -0.565
Net charge: +2
E_LUMO, Eh: -0.2857
Largest force on an atom, eV/A: 5.5
Electronic energy, Ha: -681.79446